The following is a quantum chemistry calculation of a 2-piece molecular cluster, C3H9NO2S overall in a non-equilibrium geometry, from the OMol25 dataset.

Geometry as XYZ:
```
16
Properties=species:S:1:pos:R:3:forces:R:3
N 0.728789 0.648436 -0.121437 0.311 -0.482 -0.460
C -0.620577 0.268962 0.262087 -0.782 1.067 0.507
C -1.306909 -0.607342 -0.773793 1.328 0.095 0.206
O -2.447673 -0.942234 -0.681989 -0.467 -0.266 -0.109
C -0.721625 -0.233472 1.692093 1.100 -1.077 0.338
S -0.482470 1.054902 2.962322 -0.026 -0.109 -0.190
H 1.240646 1.110929 0.617090 -0.159 -0.085 0.237
H 0.695372 1.318001 -0.877592 -0.082 0.140 -0.051
H -1.251118 1.156504 0.273440 -0.386 0.338 -0.145
H -0.624823 -0.856206 -1.618126 -0.429 -0.218 -0.132
H 0.060836 -0.992134 1.860800 -0.147 0.252 -0.056
H -1.637926 -0.769789 1.922182 -0.319 0.360 -0.320
H 0.841879 0.897233 3.074855 0.005 0.062 0.064
O 1.737777 -1.056939 -2.790204 -0.070 0.432 0.055
H 2.206220 -0.724110 -3.563244 -0.032 -0.074 0.020
H 1.581602 -0.272740 -2.238484 0.153 -0.435 0.035
```
Positions in Å, forces in eV/Å.

Calculated values
SMILES	N[C@@H](C=O)CS.O
highest occupied orbital energy	-9.5	eV
energy relative to the best compared isomer or geometry (same formula, charge and spin)	173.9	kJ/mol
total charge	0
orbital gap	10.11	eV

Atom charges from the Mulliken analysis, given in e for atoms 1 to 2: N -0.6762; C 0.7479

***

The following is a quantum chemistry calculation of C2H3NO3 as an isolated structure in a non-equilibrium geometry, from the OMol25 dataset.

Geometry as XYZ:
```
9
Properties=species:S:1:pos:R:3:forces:R:3
C -1.756179 0.020514 0.109087 -0.488 -1.977 0.021
C 1.298356 -0.018823 -0.031209 -1.288 -1.944 4.217
N 0.008768 0.298132 -0.621788 1.054 0.633 -1.454
O -2.837989 -0.190089 0.511396 -0.477 0.289 0.037
O -0.895447 1.002500 0.210811 1.080 2.712 1.293
O -0.900191 -0.755381 -0.618062 -0.721 -2.027 -0.335
H 1.610543 -1.096736 0.014986 -1.310 0.598 -0.036
H 2.026550 0.351878 -0.596514 2.723 2.149 -2.529
H 1.445585 0.388006 1.021295 -0.574 -0.433 -1.212
```
Positions in Å, forces in eV/Å.

Calculated values
highest occupied orbital energy	-10.3	eV
energy relative to the best compared isomer or geometry (same formula, charge and spin)	452.0	kJ/mol
total charge	0
orbital gap	11.07	eV

Atom charges from the Mulliken analysis, given in e for atoms 1 to 2: C 0.6661; C -0.7779

***

The following is a quantum chemistry calculation of the molecule C8H14N4 in a non-equilibrium geometry, from the OMol25 dataset.

Geometry as XYZ:
```
26
Properties=species:S:1:pos:R:3:forces:R:3
C -0.973293 1.742402 -0.076080 2.118 0.822 1.919
C 0.022513 -0.746330 -0.999057 2.414 1.499 -0.031
C 0.357332 -1.200552 -2.190206 3.167 0.064 0.715
C -2.145361 0.981378 -0.577475 0.719 0.729 -1.848
C 0.993278 0.230397 -0.165022 -1.805 -2.179 -0.286
C 2.190830 0.718552 -0.936514 -0.010 0.377 -1.306
C 0.509670 -0.550449 2.313586 -4.377 0.644 -3.193
C 1.490971 -0.454595 1.158895 -0.776 1.366 -0.830
N -1.086701 -1.146130 -0.333028 -2.370 0.114 0.879
N 0.248477 1.415915 0.175227 -1.589 0.961 -0.081
N -3.161161 -0.745682 0.817217 2.699 1.502 -3.266
N -2.036975 -0.357978 -0.092790 -3.823 -4.317 3.285
H -1.222027 2.706972 0.414490 -0.069 -0.303 -0.763
H -0.243721 -1.645479 -2.899389 -1.451 -1.284 -0.950
H 1.461130 -1.326200 -2.327564 -1.058 0.928 -0.627
H -3.049208 1.348859 -0.207742 -1.210 0.679 1.189
H -2.327828 1.149276 -1.685787 0.724 -1.095 0.905
H 2.410851 1.727467 -0.554243 0.772 -0.745 0.531
H 1.909154 1.010685 -1.965902 0.056 -0.689 0.201
H 2.993272 -0.055962 -0.957988 -0.319 0.995 0.101
H 1.131953 -0.718043 3.061963 2.125 -1.278 4.057
H -0.270170 -1.380563 2.130881 1.397 1.047 0.506
H -0.117040 0.356107 2.584823 1.001 -0.738 -0.674
H 1.805805 -1.488900 0.982366 0.427 0.409 -0.393
H 2.317317 0.222354 1.418612 0.084 -0.615 0.380
H -3.209075 -1.793505 0.910733 1.153 1.109 -0.419
```
Positions in Å, forces in eV/Å.

Calculated values
highest occupied orbital energy (spin up / spin down)	-8.5 / -8.4	eV
energy relative to the best compared isomer or geometry (same formula, charge and spin)	746.0	kJ/mol
total charge	0
orbital gap (spin up / spin down)	8.29 / 8.27	eV

Atom charges from the Mulliken analysis, given in e for atoms 1 to 2: C -0.0774; C 0.1273

***

The following is a quantum chemistry calculation of C33H29BrGeN5O2S2W as an isolated structure, from the OMol25 dataset.

Geometry as XYZ:
```
74
Properties=species:S:1:pos:R:3:forces:R:3
W -0.733218 -0.707195 1.183705 -0.213 0.611 -0.005
C -1.610761 0.673333 -5.460082 -0.012 -0.032 0.006
C -1.959554 0.956127 -4.050783 0.039 0.083 -0.045
N -2.493700 2.048604 -3.598713 -0.018 -0.032 0.042
N -2.657100 1.821759 -2.270819 0.012 0.031 -0.044
C -2.244652 0.625845 -1.879725 0.072 0.129 0.092
S -2.557920 -0.018351 -0.303150 -0.023 -0.388 -0.129
N -1.775050 0.059898 -3.013251 -0.109 -0.058 0.011
N -1.232868 -1.216504 -3.082741 0.041 0.022 -0.001
H -1.858979 1.542935 -6.062445 0.013 0.009 0.004
H -2.178940 -0.181182 -5.831329 0.002 0.006 -0.004
H -0.548226 0.452079 -5.563230 0.008 0.000 0.000
H -3.081407 2.526125 -1.684728 0.008 0.004 -0.006
H -0.303722 -1.143365 -3.489497 0.000 -0.013 -0.005
H -1.825854 -1.800450 -3.663936 0.016 -0.022 0.012
O -2.410353 -1.641311 2.090680 -0.156 -0.087 -0.035
C -1.656456 -1.656413 3.126297 0.012 -0.001 0.138
O -0.419668 -1.913529 2.926620 0.047 -0.021 -0.042
C -2.088756 -0.936487 4.335158 -0.005 0.096 0.062
C -2.628578 -1.429491 5.506282 0.009 0.061 -0.001
C -2.973948 -0.525213 6.503434 -0.009 -0.053 0.010
C -2.777978 0.838665 6.326546 -0.020 0.019 0.049
C -2.231951 1.335558 5.153261 0.008 -0.145 -0.037
C -1.887779 0.439388 4.149455 0.090 -0.005 -0.245
S -1.145220 1.047038 2.641351 -0.033 0.144 0.211
H -2.780726 -2.491537 5.639575 -0.008 -0.001 0.020
H -3.400992 -0.890288 7.427210 0.001 0.004 0.000
H -3.052169 1.526614 7.114612 -0.006 -0.012 0.008
H -2.073664 2.397096 5.020289 0.009 0.006 -0.021
Br 0.072789 -6.839185 -1.889648 0.010 -0.076 -0.033
C -0.163424 -5.177228 -1.089630 0.013 0.103 0.010
C 0.497085 -4.056509 -1.581103 -0.032 -0.020 0.027
C 0.288955 -2.848866 -0.956860 -0.031 0.046 -0.077
N -0.500773 -2.687336 0.118612 0.076 -0.088 -0.063
C -1.137291 -3.780758 0.575354 -0.014 -0.078 0.017
C -1.002466 -5.028584 0.004682 -0.012 0.021 0.022
H 1.160963 -4.123910 -2.431325 -0.001 0.009 -0.002
H 0.775743 -1.962930 -1.331394 0.003 0.002 -0.022
H -1.788981 -3.648966 1.423316 0.012 0.008 0.001
H -1.541876 -5.869052 0.416178 -0.003 0.001 0.001
C 3.484105 -0.834057 3.243203 -0.060 0.102 -0.001
C 3.142476 -1.758538 2.263015 0.077 0.125 0.050
C 2.231448 -1.408481 1.287682 0.113 -0.024 -0.159
C 1.588002 -0.149193 1.286292 -0.024 -0.416 0.260
C 1.959774 0.761810 2.302488 0.063 0.049 -0.035
C 2.912347 0.436938 3.247297 0.028 -0.097 -0.065
Ge 0.714496 0.734251 -0.326381 0.051 -0.039 -0.017
C 1.619454 0.381347 -2.010192 0.029 -0.021 -0.008
C 1.290937 1.223250 -3.077636 0.005 -0.021 0.040
C 1.916536 1.078256 -4.308878 -0.014 0.006 -0.029
C 2.878850 0.093895 -4.489006 0.018 -0.009 -0.014
C 3.232998 -0.731632 -3.429963 -0.017 0.022 0.007
C 2.611173 -0.584095 -2.197418 0.000 -0.006 0.013
C 0.564101 2.653357 -0.161383 -0.014 0.055 0.001
C -0.636804 3.279893 0.171490 0.028 0.026 -0.003
C -0.711163 4.664890 0.236813 -0.024 -0.017 0.005
C 0.414811 5.431723 -0.023839 0.018 0.022 -0.006
C 1.615591 4.818784 -0.357589 -0.002 -0.010 0.002
C 1.688811 3.436594 -0.435344 -0.015 -0.016 -0.004
H 4.205566 -1.101127 4.004462 -0.003 0.007 0.006
H 3.593271 -2.741304 2.260408 0.006 0.002 -0.021
H 2.018896 -2.140666 0.523037 -0.063 0.004 0.010
H 1.501951 1.742788 2.324388 0.001 -0.006 0.031
H 3.199093 1.162539 3.995889 0.004 -0.006 0.005
H 0.577144 2.029213 -2.936141 -0.001 0.003 -0.011
H 1.677029 1.754488 -5.119999 -0.008 0.002 0.003
H 3.375646 -0.009358 -5.444549 -0.001 0.000 0.000
H 4.012421 -1.471077 -3.558267 -0.002 -0.005 0.011
H 2.935679 -1.205022 -1.370420 0.003 -0.004 -0.016
H -1.519506 2.689645 0.393768 0.009 -0.012 0.019
H -1.644453 5.146611 0.498230 -0.002 -0.002 0.002
H 0.358086 6.510625 0.032227 -0.002 -0.001 0.000
H 2.493109 5.418060 -0.560047 0.001 0.000 0.000
H 2.627590 2.969171 -0.711865 0.003 0.006 0.000
```
Positions in Å, forces in eV/Å.

Calculated values
multiplicity	2
highest occupied orbital energy (spin up / spin down)	-13.5 / -13.6	eV
energy relative to the best compared isomer or geometry (same formula, charge and spin)	82.6	kJ/mol
total charge	+2
orbital gap (spin up / spin down)	6.35 / 6.96	eV

Atom charges from the Mulliken analysis, given in e for atoms 1 to 2: W 0.9127; C -1.3105